1.
Density functional theory data (wB97M-V/def2-TZVPD) for an isolated ion of composition C5H10N2O and charge +1 in a non-equilibrium geometry.

XYZ file:
```
18
C5H10N2O, DFT wB97M-V/def2-TZVPD
O -0.531 1.043 2.057
C -0.165 1.419 0.993
C -0.795 0.719 -0.252
C -0.600 -0.792 -0.188
C 0.702 -1.323 -0.889
C 2.459 -0.405 0.371
N 1.730 -1.417 0.151
N -2.290 0.906 -0.207
H 0.584 2.199 0.807
H -0.663 1.248 -1.212
H -1.349 -1.237 -0.870
H -0.759 -1.256 0.782
H 1.034 -0.742 -1.739
H 0.382 -2.305 -1.211
H 2.580 0.466 -0.280
H 3.063 -0.483 1.262
H -2.872 0.159 0.190
H -2.510 1.803 0.235
```

- Gap between HOMO and LUMO (spin up / spin down): 0.3194 / 0.1568 Ha
- Energy above the lowest of the compared OMol25 structures with the same formula, charge and spin: 79.6 kcal/mol
- 2S+1: 2
- Net charge: +1
- LUMO (spin up / spin down): -4.7 / -9.1 eV
- Highest occupied orbital energy (spin up / spin down): -13.418 / -13.384 eV

***

2.
Density functional theory data (wB97M-V/def2-TZVPD) for C2H5HgO3 as an isolated structure in a non-equilibrium geometry.

XYZ file:
```
11
C2H5HgO3, DFT wB97M-V/def2-TZVPD
H 0.987 -2.400 -0.939
O -0.115 -0.915 -0.158
O -0.588 -0.530 -1.361
C 0.920 -1.675 -0.120
H 1.191 -1.980 0.893
Hg -0.497 1.645 -1.629
O 1.496 2.128 -0.754
C 2.461 1.339 -0.317
H 2.800 1.723 0.676
H 2.058 0.096 -0.153
H 3.357 1.322 -0.964
```

- Gap between HOMO and LUMO (spin up / spin down): 0.2443 / 0.2669 Ha
- Energy above the lowest of the compared OMol25 structures with the same formula, charge and spin: 58.9 kcal/mol
- 2S+1: 3
- Net charge: +1
- LUMO (spin up / spin down): -6.2 / -7.4 eV
- Highest occupied orbital energy (spin up / spin down): -12.890 / -14.688 eV

***

3.
Density functional theory data (wB97M-V/def2-TZVPD) for one molecule with the formula C7H8N3OP in a non-equilibrium geometry.

XYZ file:
```
20
C7H8N3OP, DFT wB97M-V/def2-TZVPD
C 1.025 1.931 -0.380
C 0.013 1.018 -0.004
C 0.466 -0.252 0.137
C -2.338 0.546 0.623
C -2.301 -0.743 0.503
C -1.318 1.488 0.188
C -1.482 -1.417 -0.469
N 2.234 1.513 -0.529
N 2.480 0.169 -0.549
N -0.064 -1.437 0.007
O -1.617 2.637 -0.107
P 3.258 -0.684 0.538
H 0.874 2.973 -0.491
H -3.062 1.083 1.158
H -3.170 -1.286 1.004
H -1.813 -2.471 -0.638
H -1.442 -0.698 -1.354
H 0.261 -2.174 0.502
H 4.673 -0.453 0.183
H 3.324 -1.741 -0.321
```

- Gap between HOMO and LUMO: 0.2648 Ha
- Energy above the lowest of the compared OMol25 structures with the same formula, charge and spin: 83.1 kcal/mol
- 2S+1: 1
- LUMO: -0.9 eV
- Highest occupied orbital energy: -8.126 eV

***

4.
Density functional theory data (wB97M-V/def2-TZVPD) for a 2-piece molecular cluster, C3H9NO2S overall in a non-equilibrium geometry.

XYZ file:
```
16
C3H9NO2S, DFT wB97M-V/def2-TZVPD
C -1.854 1.359 1.985
S -2.868 1.001 0.511
C -1.525 0.578 -0.759
H -1.206 2.262 1.822
H -1.222 0.540 2.202
H -2.510 1.531 2.864
H -1.938 0.755 -1.755
H -0.663 1.254 -0.635
H -1.139 -0.450 -0.588
N 3.556 -0.832 -0.477
C 2.236 -1.230 -0.670
O 1.472 -0.147 -0.287
O 1.852 -2.298 -1.105
H 4.230 -1.546 -0.354
H 3.707 0.110 -0.152
H 1.988 0.666 -0.446
```

- Gap between HOMO and LUMO: 0.3130 Ha
- Energy above the lowest of the compared OMol25 structures with the same formula, charge and spin: 28.2 kcal/mol
- 2S+1: 1
- Structure (SMILES): NC(=O)O.CSC
- LUMO: 0.2 eV
- Highest occupied orbital energy: -8.339 eV

***

5.
Density functional theory data (wB97M-V/def2-TZVPD) for one molecule with the formula C4H4Br2 in a non-equilibrium geometry.

XYZ file:
```
10
C4H4Br2, DFT wB97M-V/def2-TZVPD
C -0.521 0.141 -0.755
C 0.175 0.199 0.582
C 1.204 1.030 0.940
C -0.934 -1.032 -1.164
Br 1.810 1.376 2.688
Br -0.644 -2.557 -0.222
H -0.873 0.885 -1.433
H -0.384 -0.389 1.238
H 1.663 1.587 0.131
H -1.496 -1.241 -2.005
```

- Gap between HOMO and LUMO: 0.3501 Ha
- Energy above the lowest of the compared OMol25 structures with the same formula, charge and spin: 12.5 kcal/mol
- 2S+1: 1
- Structure (SMILES): Br/C=C\C=C\Br
- LUMO: 0.5 eV
- Highest occupied orbital energy: -9.003 eV

***

6.
Density functional theory data (wB97M-V/def2-TZVPD) for one molecule with the formula C4H3NO3S in a non-equilibrium geometry.

XYZ file:
```
12
C4H3NO3S, DFT wB97M-V/def2-TZVPD
C -1.202 0.960 -0.170
C -0.240 0.901 0.771
C -1.293 -0.017 -1.232
C -0.195 -0.971 -1.173
N 0.679 -1.631 -1.575
O 1.643 0.340 2.307
O -2.129 -0.077 -2.109
O 1.611 -2.299 -1.827
S 0.995 -0.274 0.889
H -1.936 1.749 -0.157
H -0.156 1.628 1.565
H 2.223 -0.311 2.712
```

- Gap between HOMO and LUMO: 0.3014 Ha
- Energy above the lowest of the compared OMol25 structures with the same formula, charge and spin: 86.2 kcal/mol
- 2S+1: 1
- LUMO: -0.7 eV
- Highest occupied orbital energy: -8.933 eV

***

Which value of energy above the lowest of the compared OMol25 structures with the same formula, charge and spin does entry 1 give? 79.6 kcal/mol